1.
The following is a quantum chemistry calculation of a single C23H27FN2O2S molecule, from the Open Molecules 2025 dataset.

The orbital gap is 9.42 eV. The calculation puts the calculated total energy at -1650.7389 Ha. Its energy relative to the best compared isomer or geometry (same formula, charge and spin) is 2.60 kJ/mol. The value obtained for the HOMO energy is -8.9 eV. The SMILES is CSc1ccccc1C(=O)N1CCC(CCC(=O)NCc2ccc(F)cc2)CC1. For the LUMO energy, the calculation gives 0.52 eV.

Cartesian coordinates (Å):
C  2.39  1.49  -2.54
H  2.73  0.95  -3.42
H  3.22  2.01  -2.07
H  1.59  2.19  -2.79
S  1.76  0.29  -1.33
C  0.37  -0.36  -2.24
C  0.48  -1.60  -2.84
C  -0.58  -2.13  -3.55
C  -1.77  -1.42  -3.64
C  -1.88  -0.17  -3.04
C  -0.81  0.37  -2.33
C  -0.91  1.78  -1.84
O  -0.59  2.70  -2.57
N  -1.41  1.97  -0.61
C  -1.65  0.91  0.35
C  -1.04  1.30  1.71
H  -0.75  0.40  2.25
C  0.16  2.21  1.48
C  -0.35  3.55  0.94
C  -1.50  3.31  -0.06
H  -2.47  3.40  0.43
H  -1.45  4.01  -0.89
H  0.46  4.09  0.46
H  -0.72  4.16  1.77
C  1.02  2.39  2.73
H  1.50  3.37  2.70
H  0.40  2.35  3.62
C  2.12  1.33  2.84
C  1.57  -0.06  3.11
O  1.00  -0.36  4.14
N  1.79  -0.96  2.12
H  2.17  -0.66  1.23
C  1.43  -2.36  2.25
C  0.41  -2.78  1.23
C  -0.92  -2.41  1.37
C  -1.86  -2.77  0.43
C  -1.46  -3.53  -0.65
C  -0.15  -3.93  -0.82
C  0.78  -3.54  0.12
H  1.81  -3.84  0.01
H  0.12  -4.54  -1.66
F  -2.38  -3.89  -1.57
H  -2.90  -2.48  0.53
H  -1.22  -1.84  2.24
H  2.34  -2.97  2.15
H  1.03  -2.47  3.26
H  2.76  1.57  3.69
H  2.73  1.33  1.94
H  0.79  1.75  0.70
H  -1.77  1.83  2.32
H  -2.73  0.74  0.45
H  -1.19  -0.01  -0.02
H  -2.80  0.39  -3.12
H  -2.61  -1.83  -4.18
H  -0.49  -3.09  -4.03
H  1.41  -2.14  -2.76

***

2.
The following is a quantum chemistry calculation of a gas-phase ion, C7H16N3O2 (charge +1) in a non-equilibrium geometry, from the Open Molecules 2025 dataset.

The orbital gap is 10.10 eV. The calculation puts the calculated total energy at -590.6847 Ha. Its energy relative to the best compared isomer or geometry (same formula, charge and spin) is 351.96 kJ/mol. As for the total charge: +1. The value obtained for the HOMO energy is -13.3 eV. The SMILES is CC1(C)N(O)C(=[NH2+])N(O)C1(C)C. For the LUMO energy, the calculation gives -3.17 eV.

Cartesian coordinates (Å):
C  -0.06  -1.30  1.34
C  0.66  -0.05  -0.58
C  -0.74  0.53  -0.17
C  1.89  0.89  -0.53
C  0.55  -0.80  -1.99
C  -0.55  1.93  0.51
C  -1.75  0.56  -1.31
N  0.92  -1.14  0.44
N  -1.29  -0.47  0.80
N  -0.18  -2.15  2.35
O  1.97  -1.92  0.52
O  -1.89  0.16  1.86
H  1.61  1.81  -1.13
H  2.65  0.34  -0.99
H  2.03  1.22  0.43
H  1.57  -1.28  -2.06
H  0.42  -0.09  -2.82
H  -0.15  -1.57  -1.86
H  -1.48  2.08  1.16
H  -0.50  2.56  -0.41
H  0.43  2.06  1.12
H  -2.05  -0.41  -1.61
H  -1.38  1.12  -2.22
H  -2.59  1.16  -0.91
H  0.61  -2.44  2.86
H  -0.93  -1.92  2.98
H  2.80  -1.51  0.90
H  -2.56  0.63  1.32

***

3.
The following is a quantum chemistry calculation of a molecular structure, C50H53BrCeClN8O6SSi in a non-equilibrium geometry, from the Open Molecules 2025 dataset.

The orbital gap (alpha / beta) is 5.04 / 5.06 eV. The calculation puts the calculated total energy at -7023.5285 Ha. As for the total charge: +1. The value obtained for the HOMO energy (alpha / beta) is -10.1 / -10.1 eV. For the LUMO energy (alpha / beta), the calculation gives -5.08 / -5.07 eV.

Cartesian coordinates (Å):
Ce  0.32  0.72  -0.13
C  -2.25  4.32  0.65
O  -1.70  3.27  1.42
C  -1.30  3.58  2.69
C  -1.61  4.76  3.34
C  -1.18  4.94  4.65
Br  -1.64  6.57  5.53
C  -0.42  4.00  5.30
C  -0.07  2.82  4.63
C  -0.53  2.59  3.33
O  -0.30  1.46  2.61
C  0.80  1.91  5.38
N  0.64  1.68  6.66
C  1.69  0.88  7.02
C  2.03  0.33  8.26
C  3.18  -0.42  8.32
C  3.99  -0.64  7.20
C  3.67  -0.11  5.97
C  2.51  0.64  5.90
N  1.90  1.29  4.86
H  -3.24  4.60  1.03
H  -2.33  3.95  -0.36
H  -1.59  5.20  0.66
H  -2.18  5.53  2.86
H  -0.08  4.14  6.31
H  0.25  0.81  3.11
H  1.42  0.51  9.13
H  3.47  -0.86  9.26
H  4.88  -1.24  7.31
H  4.29  -0.26  5.10
H  2.31  1.38  3.92
O  2.48  -0.82  -0.93
H  3.11  -0.99  -0.21
H  2.02  -1.65  -1.08
Cl  2.54  3.20  -0.58
C  0.74  3.22  -0.24
H  0.35  3.87  -1.04
H  0.70  3.82  0.68
O  -6.59  -4.78  -1.27
C  -5.36  -5.30  -1.04
O  -5.25  -6.48  -0.84
C  -4.21  -4.38  -1.06
C  -2.93  -4.94  -0.92
C  -1.80  -4.17  -0.97
C  -1.88  -2.78  -1.15
S  -0.44  -1.84  -1.33
C  -3.16  -2.22  -1.27
C  -4.29  -2.99  -1.22
H  -6.55  -3.83  -1.47
H  -2.86  -6.01  -0.79
H  -0.83  -4.63  -0.87
H  -3.24  -1.15  -1.42
H  -5.25  -2.49  -1.32
C  -0.92  -1.66  2.08
Si  0.97  -1.91  2.25
C  1.47  -3.45  1.21
C  1.40  -2.27  4.08
N  1.55  -0.38  1.74
C  2.80  0.12  1.98
C  3.95  -0.68  2.15
C  5.19  -0.12  2.39
C  5.34  1.25  2.50
C  4.23  2.06  2.36
C  2.98  1.51  2.10
H  -1.41  -2.56  1.72
H  -1.16  -0.85  1.37
H  -1.38  -1.41  3.03
H  1.01  -4.35  1.61
H  2.54  -3.63  1.17
H  1.11  -3.35  0.18
H  0.84  -3.11  4.48
H  1.19  -1.42  4.72
H  2.45  -2.50  4.20
H  3.84  -1.76  2.10
H  6.05  -0.77  2.49
H  6.31  1.68  2.69
H  4.31  3.13  2.47
H  2.12  2.17  1.95
C  -1.06  -0.13  -4.09
C  0.32  0.40  -3.90
N  0.86  0.82  -2.78
C  2.16  1.14  -3.08
C  2.40  0.91  -4.39
N  1.22  0.45  -4.92
C  1.00  0.09  -6.29
N  0.64  -1.30  -6.42
N  -0.44  -1.68  -7.13
N  -0.57  -2.93  -7.10
C  0.44  -3.47  -6.35
C  0.75  -4.79  -6.02
C  1.86  -4.99  -5.23
C  2.64  -3.92  -4.77
C  2.35  -2.61  -5.08
C  1.24  -2.40  -5.89
H  -1.67  0.13  -3.24
H  -1.02  -1.22  -4.16
H  -1.51  0.25  -5.01
H  2.84  1.50  -2.33
H  3.28  1.03  -4.98
H  1.92  0.30  -6.86
H  0.17  0.66  -6.72
H  0.13  -5.60  -6.37
H  2.14  -5.99  -4.95
H  3.50  -4.13  -4.14
H  2.95  -1.79  -4.70
C  -4.32  1.37  -0.26
C  -3.08  1.58  -1.10
O  -2.00  1.10  -0.75
C  -3.21  2.34  -2.36
C  -2.04  2.77  -3.01
C  -2.13  3.44  -4.21
C  -3.37  3.70  -4.78
C  -4.52  3.31  -4.13
C  -4.45  2.63  -2.93
H  -4.04  0.89  0.67
H  -5.03  0.73  -0.79
H  -4.80  2.32  -0.05
H  -1.08  2.59  -2.55
H  -1.22  3.75  -4.72
H  -3.43  4.22  -5.73
H  -5.49  3.54  -4.55
H  -5.35  2.30  -2.44

***

4.
The following is a quantum chemistry calculation of a molecular structure, C24H54N7O21PbS3 in a non-equilibrium geometry, from the Open Molecules 2025 dataset.

The orbital gap is 6.16 eV. The calculation puts the calculated total energy at -4297.2558 Ha. Its energy relative to the best compared isomer or geometry (same formula, charge and spin) is 214.86 kJ/mol. As for the total charge: +1. The value obtained for the HOMO energy is -10.9 eV. For the LUMO energy, the calculation gives -4.73 eV.

Cartesian coordinates (Å):
Pb  4.03  -0.81  0.17
N  0.65  0.22  0.38
O  -0.30  -0.56  0.29
O  0.45  1.40  0.06
O  1.72  -0.11  0.82
C  0.70  2.20  3.66
C  2.00  2.62  2.90
O  2.01  4.00  2.65
S  0.75  4.69  3.49
O  0.15  5.72  2.60
O  1.13  5.05  4.85
O  -0.12  3.27  3.38
H  0.91  2.03  4.72
H  0.29  1.25  3.33
H  2.11  2.13  1.93
H  2.87  2.42  3.52
C  -1.42  5.59  -1.01
C  -0.18  4.64  -1.01
O  0.42  4.84  -2.28
S  -0.76  4.96  -3.42
O  -1.04  3.62  -3.98
O  -0.53  6.00  -4.45
O  -1.96  5.43  -2.38
H  -1.18  6.65  -0.95
H  -2.18  5.26  -0.30
H  -0.39  3.60  -0.79
H  0.47  4.94  -0.18
C  -1.10  -2.90  -1.98
C  -1.44  -2.34  -3.40
O  -0.86  -3.23  -4.23
S  -0.75  -4.74  -3.62
O  0.64  -5.10  -3.63
O  -1.71  -5.66  -4.24
O  -1.21  -4.27  -2.17
H  -1.88  -2.50  -1.33
H  -0.15  -2.50  -1.63
H  -0.99  -1.35  -3.47
H  -2.53  -2.26  -3.46
C  -1.88  -0.84  3.03
C  -1.38  -1.34  4.34
O  -0.78  -0.56  5.08
N  -1.59  -2.65  4.64
C  -0.89  -3.30  5.71
H  -1.29  -0.02  2.64
H  -2.92  -0.57  3.21
H  -1.92  -1.70  2.36
H  -2.22  -3.21  4.09
H  0.10  -2.86  5.84
H  -0.72  -4.33  5.38
H  -1.43  -3.35  6.66
C  5.87  3.39  1.69
C  4.71  2.93  0.85
O  4.56  1.72  0.68
N  3.98  3.83  0.15
C  3.06  3.45  -0.93
H  6.15  4.38  1.33
H  6.63  2.68  1.37
H  5.71  3.33  2.77
H  4.14  4.80  0.38
H  3.47  2.53  -1.35
H  3.00  4.19  -1.73
H  2.04  3.31  -0.57
C  1.50  1.41  -3.25
C  2.14  -0.03  -3.09
O  2.82  -0.29  -2.06
N  1.97  -0.93  -4.02
C  2.57  -2.31  -3.98
H  0.78  1.49  -4.07
H  2.29  2.12  -3.47
H  1.08  1.61  -2.26
H  1.33  -0.62  -4.74
H  3.45  -2.19  -3.34
H  2.90  -2.76  -4.92
H  1.84  -2.90  -3.43
C  -4.13  -4.95  0.16
C  -3.81  -3.65  0.81
O  -3.12  -3.58  1.81
N  -4.24  -2.57  0.16
C  -3.97  -1.21  0.39
H  -5.18  -4.99  -0.15
H  -3.90  -5.79  0.82
H  -3.53  -4.93  -0.74
H  -5.08  -2.73  -0.37
H  -4.59  -0.74  -0.38
H  -2.95  -0.82  0.40
H  -4.37  -1.00  1.39
C  2.77  -4.80  -1.47
C  2.17  -3.79  -0.55
O  2.48  -2.63  -0.51
N  1.44  -4.31  0.46
C  0.77  -3.72  1.59
H  3.05  -4.30  -2.39
H  2.05  -5.59  -1.71
H  3.63  -5.24  -0.97
H  1.63  -5.26  0.74
H  -0.15  -3.19  1.33
H  1.42  -3.07  2.17
H  0.53  -4.67  2.07
C  -2.35  1.13  -2.13
C  -3.01  1.91  -1.06
O  -4.15  2.45  -1.29
N  -2.53  1.95  0.16
C  -3.06  2.58  1.33
H  -2.61  1.52  -3.11
H  -2.47  0.09  -1.84
H  -1.28  1.33  -2.21
H  -1.53  1.78  0.18
H  -3.10  1.81  2.10
H  -4.05  3.02  1.24
H  -2.47  3.38  1.76

***

5.
The following is a quantum chemistry calculation of a molecular structure, C21H33N3O7P2Re in a non-equilibrium geometry, from the Open Molecules 2025 dataset.

Its multiplicity is 4. The orbital gap (alpha / beta) is 4.53 / 5.90 eV. The calculation puts the calculated total energy at -2270.7690 Ha. Its energy relative to the best compared isomer or geometry (same formula, charge and spin) is 116.77 kJ/mol. As for the total charge: +2. The value obtained for the HOMO energy (alpha / beta) is -13.2 / -14.1 eV. For the LUMO energy (alpha / beta), the calculation gives -8.66 / -8.22 eV.

Cartesian coordinates (Å):
P  0.45  -3.40  -3.64
P  0.05  0.89  -4.22
C  -0.08  -1.80  -4.48
C  0.91  -0.69  -4.12
H  -1.11  -1.62  -4.11
H  -0.15  -1.97  -5.57
H  1.35  -0.77  -3.10
H  1.76  -0.69  -4.83
C  -1.44  0.68  -5.27
H  -2.07  1.58  -5.24
H  -2.06  -0.17  -4.96
H  -1.14  0.50  -6.30
C  1.06  1.73  -5.52
H  0.76  1.37  -6.51
H  2.12  1.49  -5.38
H  0.94  2.82  -5.50
C  -0.66  -4.66  -4.33
H  -0.72  -5.49  -3.62
H  -0.28  -5.03  -5.28
H  -1.67  -4.25  -4.47
C  2.01  -3.73  -4.53
H  2.47  -2.81  -4.90
H  1.83  -4.42  -5.36
H  2.70  -4.19  -3.81
Re  0.34  -2.60  -1.68
C  0.16  5.31  -1.33
C  -1.18  5.19  -1.36
C  -2.06  4.04  -1.80
C  -1.74  3.32  -3.14
C  -0.83  2.16  -2.91
C  0.62  2.27  -2.90
C  1.18  3.65  -3.02
C  1.20  4.27  -1.59
C  -0.42  -4.41  -1.09
H  0.58  6.27  -0.99
H  -1.77  6.03  -0.96
H  -3.07  4.47  -1.91
H  -2.16  3.27  -1.01
H  -2.67  2.90  -3.56
H  -1.34  4.04  -3.86
H  -1.25  1.43  -2.20
H  1.18  1.67  -2.15
H  0.59  4.28  -3.70
H  2.18  3.61  -3.45
H  1.13  3.46  -0.84
H  2.19  4.73  -1.46
H  -0.10  -4.46  -0.03
H  -0.05  -5.32  -1.60
H  -1.52  -4.42  -1.09
O  -0.20  1.40  4.80
N  0.75  0.90  4.15
O  1.90  0.80  4.62
C  0.47  0.43  2.81
C  -0.83  0.59  2.32
C  -1.12  0.18  1.03
C  -0.18  -0.57  0.27
O  -0.63  -1.12  -0.85
C  1.16  -0.71  0.76
C  1.49  -0.14  2.02
N  2.19  -1.22  -0.06
O  3.36  -1.03  0.24
O  1.97  -2.55  -0.93
N  -2.44  0.40  0.42
O  -3.43  0.33  1.16
O  -2.51  0.70  -0.79
H  -1.60  1.05  2.95
H  2.52  -0.18  2.37

***

6.
The following is a quantum chemistry calculation of a single C23H20ClNO5 molecule in a non-equilibrium geometry, from the Open Molecules 2025 dataset.

The orbital gap is 7.86 eV. The calculation puts the calculated total energy at -1779.5446 Ha. Its energy relative to the best compared isomer or geometry (same formula, charge and spin) is 248.99 kJ/mol. The value obtained for the HOMO energy is -8.4 eV. The SMILES is COc1ccc([C@H]2C(C(=O)OC/C=C/c3ccccc3)=CN=C[C@H]2C(=O)O)cc1Cl. For the LUMO energy, the calculation gives -0.56 eV.

Cartesian coordinates (Å):
O  2.12  -0.69  0.10
O  -0.14  -2.16  -5.62
Cl  3.10  2.74  -4.61
N  -1.72  -2.41  -1.95
O  2.04  -2.22  -5.01
O  0.33  3.58  -5.31
O  0.20  -0.80  1.35
C  0.88  -0.87  0.18
C  0.72  -2.17  -4.75
C  -1.15  -2.53  -3.12
C  -1.03  -1.91  -0.88
C  0.19  -1.34  -1.03
C  0.49  -0.50  4.93
C  0.04  -0.33  3.64
C  -1.62  0.44  8.46
C  -0.25  0.29  8.46
C  -2.34  0.37  7.28
C  -0.75  1.86  -3.87
C  0.45  0.01  7.28
C  -1.69  0.02  6.08
C  -0.64  0.74  -3.07
C  1.78  0.84  -3.34
C  1.64  1.99  -4.10
C  0.39  2.48  -4.44
C  -0.27  -0.17  6.09
C  0.65  0.12  -2.90
C  -0.93  3.93  -5.88
C  0.99  -0.61  2.50
C  0.35  -2.34  -3.28
C  0.89  -1.25  -2.35
H  2.11  -2.21  -5.98
H  -1.70  -2.95  -3.98
H  -1.50  -1.94  0.12
H  1.49  -0.87  5.04
H  -0.95  0.01  3.45
H  -2.13  0.70  9.39
H  0.32  0.40  9.38
H  -3.41  0.64  7.30
H  -1.72  2.31  -3.99
H  1.51  -0.18  7.27
H  -2.25  -0.04  5.15
H  -1.51  0.28  -2.62
H  2.81  0.56  -3.19
H  -0.88  4.80  -6.56
H  -1.66  4.17  -5.08
H  -1.31  3.05  -6.43
H  1.67  0.27  2.42
H  1.61  -1.50  2.67
H  0.83  -3.23  -2.98
H  1.96  -1.36  -2.22

***

7.
The following is a quantum chemistry calculation of 2 unconnected molecules or ions with the total composition C10H16O in a non-equilibrium geometry, from the Open Molecules 2025 dataset.

Its multiplicity is 2. The orbital gap (alpha / beta) is 2.77 / 7.03 eV. The calculation puts the calculated total energy at -465.8064 Ha. Its energy relative to the best compared isomer or geometry (same formula, charge and spin) is 47.51 kJ/mol. As for the total charge: -1. The value obtained for the HOMO energy (alpha / beta) is 0.8 / -3.5 eV. For the LUMO energy (alpha / beta), the calculation gives 3.55 / 3.49 eV.

Cartesian coordinates (Å):
C  -1.92  -1.59  -0.65
C  0.48  -2.24  -0.17
C  -0.70  -1.64  0.23
C  1.63  -2.29  0.68
C  1.52  -1.72  1.95
C  -0.82  -1.17  1.56
C  0.37  -1.11  2.36
H  0.44  -2.77  -1.12
H  2.47  -2.87  0.33
H  -2.02  -0.57  -1.00
H  -2.74  -2.04  -0.09
H  2.44  -1.59  2.52
H  -1.68  -0.68  2.01
H  0.26  -0.67  3.35
H  -1.86  -2.18  -1.57
C  0.07  1.65  -0.71
C  1.15  1.61  -1.77
C  0.00  3.01  0.06
O  -1.15  1.60  -1.50
H  0.01  0.85  0.02
H  2.15  1.63  -1.35
H  0.84  3.65  -0.22
H  -0.89  3.57  -0.26
H  -0.09  2.94  1.14
H  -1.90  1.52  -0.92
H  0.99  2.39  -2.52
H  0.95  0.71  -2.37